Run a
Here is C2H2S4 in the gas phase from OMol25. Energies are from ωB97M-V/def2-TZVPD.

Geometry (Å):
S (-1.5236, -0.7686, -0.7497)
C (-0.4693, 0.0870, 0.2037)
S (-0.7493, 0.3077, 1.9581)
C (0.9448, 0.6116, -0.2805)
S (1.8384, 1.5217, 0.5784)
S (1.3209, -0.1070, -1.8554)
H (-1.6691, -0.6600, 1.9378)
H (0.3074, -0.9922, -1.7923)

For the HOMO-LUMO gap, the calculation gives 7.02 eV. The LUMO energy comes out at -1.86 eV. The highest occupied orbital energy comes out at -8.9 eV.

---

Run b
Here is 2 unconnected molecules or ions with the total composition C2H2S4 from OMol25. Energies are from ωB97M-V/def2-TZVPD.

Geometry (Å):
C (-1.7447, 1.6271, 0.0782)
C (1.4313, -0.7652, 0.4413)
S (-0.2790, 2.0707, -0.2760)
S (2.9588, -0.5708, 1.0250)
S (-1.1439, -1.5483, -0.8267)
S (0.6875, -0.8557, -1.2038)
H (-2.3747, 0.8255, -0.2563)
H (0.4646, -0.7833, 1.0183)

For the HOMO-LUMO gap (alpha / beta), the calculation gives 5.75 / 8.01 eV. The LUMO energy (alpha / beta) comes out at -2.61 / -1.07 eV. The highest occupied orbital energy (alpha / beta) comes out at -8.4 / -9.1 eV.

---

Consider the structures shown above. The most stable of them is run a.